{
  "formula": "C14H13N5OPdS",
  "method": "the ωB97M-V functional and the def2-TZVPD basis",
  "species": ["C", "C", "H", "C", "H", "S", "H", "C", "C", "H", "H", "C", "N", "C", "C", "C", "H", "C", "H", "N", "H", "N", "Pd", "O", "H", "H", "H", "C", "C", "H", "C", "H", "N", "N", "C"],
  "positions_angstrom": [[-0.3872, 0.2266, 0.0038], [-3.9071, 1.3099, -0.7905], [2.0901, -3.4784, 0.1620], [-3.1220, 2.5650, 1.1025], [-5.0724, 2.7873, 0.2365], [3.4361, 1.5599, -0.9194], [-4.6822, 1.0824, -1.5106], [0.0173, -3.9414, 0.5535], [-4.1239, 2.2685, 0.1879], [3.7878, -2.5769, -0.7089], [-3.2875, 3.3154, 1.8645], [-1.4018, -2.0165, 0.5279], [4.7172, -1.3718, 0.7270], [-1.9049, 1.9064, 1.0390], [-2.6923, 0.6424, -0.8499], [-0.3004, -1.2403, 0.2026], [3.0409, 4.2264, -1.2910], [2.0055, 2.5476, -0.7590], [-2.0904, -4.0018, 0.9521], [2.1560, 3.8645, -0.9896], [4.6925, -1.1282, -1.3242], [0.7875, 2.1513, -0.4377], [2.3810, -0.3521, -0.3264], [4.4441, -2.2253, 1.5499], [-1.1144, 2.1453, 1.7379], [0.1898, -4.9992, 0.6880], [-2.3678, -1.5503, 0.6531], [4.0680, -1.5349, -0.5310], [-1.2393, -3.3838, 0.6984], [-2.5196, -0.1027, -1.6176], [1.0792, -3.1051, 0.2460], [1.3433, 4.4549, -0.9852], [0.7377, 0.8165, -0.2221], [0.9254, -1.7986, 0.0660], [-1.6864, 0.9369, 0.0646]],
  "atomic_forces_ev_per_a": [[0.1, 0.0, 0.0], [0.0, 0.0, 0.0], [0.0, 0.0, 0.0], [0.0, 0.0, 0.0], [0.0, 0.0, 0.0], [0.0, 0.0, 0.2], [0.0, 0.0, 0.0], [0.0, 0.0, 0.0], [0.0, 0.0, 0.0], [0.0, 0.0, 0.0], [0.0, 0.0, 0.0], [0.0, 0.0, 0.0], [-0.2, -0.1, 0.0], [0.0, 0.0, 0.0], [0.0, 0.0, 0.0], [0.0, 0.1, 0.0], [0.0, 0.0, 0.0], [0.0, 0.0, 0.0], [0.0, 0.0, 0.0], [0.0, 0.0, 0.0], [0.0, 0.0, 0.0], [0.1, 0.0, 0.0], [0.2, 0.1, -0.4], [0.0, 0.0, 0.0], [0.0, 0.0, 0.0], [0.0, 0.0, 0.0], [0.0, 0.0, 0.0], [0.0, 0.0, 0.0], [0.0, 0.0, 0.0], [0.0, 0.0, 0.0], [0.0, 0.0, 0.1], [0.0, 0.0, 0.0], [-0.2, 0.0, 0.0], [0.0, -0.1, 0.2], [0.0, 0.0, 0.0]],
  "mulliken_charge": [-0.03, -0.69, 0.33, -0.68, 0.40, -0.44, 0.38, -0.82, -0.38, 0.34, 0.38, -0.46, -0.01, -0.15, -0.08, 0.80, 0.19, 0.76, 0.43, -0.39, 0.33, -1.17, 0.49, -0.36, 0.43, 0.40, 0.45, -0.61, -0.57, 0.49, 0.02, 0.23, 0.41, -0.20, -0.22],
  "max_force_ev_per_a": 0.44,
  "de_lowest_ev": 0.000,
  "e_tot_ha": -1416.3306,
  "homo_energy_ev": -7.8,
  "e_lumo_ev": -0.75,
  "total_charge": 0
}

---

{
  "formula": "C14H13N6SV",
  "method": "the ωB97M-V functional and the def2-TZVPD basis",
  "species": ["H", "C", "S", "N", "N", "H", "N", "H", "N", "H", "H", "C", "C", "C", "C", "N", "H", "C", "C", "C", "C", "C", "H", "C", "H", "H", "V", "C", "N", "C", "H", "H", "H", "C", "H"],
  "positions_angstrom": [[3.1826, 1.9592, 1.3081], [-2.1394, -0.2480, -0.7471], [-0.3531, -1.0130, 2.4071], [0.8919, 1.4038, 2.2859], [2.4339, -0.6361, -0.7073], [5.0489, 1.4802, -0.4235], [-1.1888, -1.2431, -1.0426], [-5.1841, 1.8750, 0.1642], [-3.1778, -2.1895, -0.8431], [-5.4970, -0.5477, -0.1905], [-0.9891, 1.5893, -0.6972], [2.9116, -1.4141, -1.6963], [-1.9589, 1.1191, -0.5597], [3.2212, 0.3729, -0.2376], [4.4663, 0.6506, -0.7985], [1.4906, 0.7431, 1.2534], [-1.4458, -3.3451, -1.2611], [2.6524, 1.1397, 0.8397], [-4.3328, 1.2592, -0.0911], [-1.8699, -2.3716, -1.0726], [-3.0695, 1.8608, -0.2179], [-3.3908, -0.8362, -0.6118], [2.2642, -2.2059, -2.0510], [4.9358, -0.1594, -1.8100], [-0.4821, 2.1168, 4.1926], [5.9029, 0.0302, -2.2563], [0.4966, -0.6939, 0.2195], [-4.5198, -0.0944, -0.2893], [-0.7270, 1.1992, 3.8608], [4.1508, -1.2178, -2.2600], [-2.9737, 2.9258, -0.0589], [-3.8761, -2.9145, -0.8271], [4.4877, -1.8727, -3.0503], [-0.0198, 0.6524, 2.8620], [-1.3420, 0.6256, 4.4075]],
  "atomic_forces_ev_per_a": [[-0.1, 0.0, 0.0], [0.2, -0.2, -0.2], [0.0, 0.1, -0.2], [0.1, -0.1, -0.1], [-0.4, 0.2, 0.1], [0.0, 0.0, 0.0], [0.2, 0.0, 0.3], [0.0, 0.0, 0.0], [-0.1, 0.0, 0.0], [0.0, 0.0, 0.0], [0.0, 0.0, 0.0], [0.0, 0.1, 0.1], [0.1, 0.0, 0.0], [-0.2, -0.1, -0.3], [0.0, -0.2, 0.1], [0.3, 0.1, 0.0], [0.0, 0.0, 0.0], [-0.2, 0.0, 0.2], [0.0, 0.0, 0.0], [0.0, 0.1, -0.1], [-0.1, 0.0, 0.0], [0.0, 0.0, 0.0], [0.0, 0.0, 0.0], [0.1, 0.1, 0.0], [0.0, 0.0, 0.0], [0.0, 0.0, 0.0], [0.1, -0.2, 0.1], [-0.1, 0.0, 0.0], [0.0, -0.2, 0.0], [0.0, 0.0, 0.0], [0.0, 0.0, 0.0], [0.0, 0.0, 0.0], [0.0, 0.0, 0.0], [0.0, 0.1, 0.0], [0.0, 0.0, 0.0]],
  "lowdin_spin": [0.00, 0.00, 0.00, 0.00, 0.00, 0.00, 0.01, 0.00, 0.00, 0.00, 0.00, -0.01, 0.00, -0.01, 0.00, 0.00, 0.00, -0.03, 0.00, 0.00, 0.00, 0.00, 0.00, -0.01, 0.00, 0.00, 1.05, 0.00, 0.00, 0.00, 0.00, 0.00, 0.00, 0.00, 0.00],
  "max_force_ev_per_a": 0.42,
  "e_tot_ha": -2211.8422,
  "homo_energy_ev": [-10.8, -10.0],
  "e_lumo_ev": [-3.41, -3.39],
  "spin_multiplicity": 2,
  "total_charge": 1
}

---

{
  "formula": "C14H13PS",
  "method": "the ωB97M-V functional and the def2-TZVPD basis",
  "species": ["H", "H", "H", "C", "C", "C", "C", "H", "C", "S", "H", "P", "C", "H", "C", "C", "H", "H", "H", "C", "C", "H", "H", "C", "H", "C", "H", "C", "C"],
  "positions_angstrom": [[1.6963, 0.3960, 4.2797], [-2.1264, -0.4284, 1.2229], [-1.7647, 3.6468, -0.6975], [-0.1963, -0.5069, 3.9820], [0.8966, 0.2431, 3.5748], [-2.3157, 2.7773, -1.0228], [-0.1492, 0.5053, 1.3865], [1.8272, -3.3132, -1.2402], [1.1023, -0.9684, -3.6019], [0.9472, 2.8216, -0.3898], [1.2036, -1.4833, 0.2540], [-0.0908, 1.1691, -0.3192], [-1.2472, -0.7961, 3.1192], [-2.0683, -1.4778, 3.4186], [1.5127, -2.3590, -1.6910], [0.6079, -0.1268, -1.3797], [-3.3151, 2.9359, -1.5072], [1.9030, -2.9489, -3.7262], [-0.2276, -0.8957, 5.0120], [-1.7843, 1.5197, -0.9100], [1.5357, -2.1603, -3.0892], [1.1259, -0.8069, -4.6743], [-2.3155, 0.6557, -1.2237], [-1.2420, -0.2654, 1.8291], [1.6739, 1.4167, 1.9353], [0.5848, 0.0424, -2.7559], [0.2010, 0.9350, -3.2433], [0.8926, 0.7902, 2.3047], [1.1325, -1.3177, -0.8467]],
  "atomic_forces_ev_per_a": [[0.2, 0.3, -0.1], [0.2, -0.1, -0.3], [0.2, 0.0, 0.0], [-0.2, -0.7, 0.7], [-0.6, 0.1, -0.1], [0.1, -2.2, -0.4], [-0.6, -0.3, 0.8], [-0.1, 0.5, -0.4], [-0.6, 1.0, 0.1], [0.3, 0.0, 0.0], [-0.2, 0.3, -1.0], [0.4, 1.5, 0.4], [-0.3, -0.2, -0.1], [0.6, 0.7, -0.1], [0.4, 0.2, -0.1], [-0.3, -0.5, 0.2], [1.0, -0.3, 0.7], [0.0, -0.1, -0.1], [0.1, 0.1, -0.6], [-0.3, 1.9, 0.2], [0.1, -0.6, 1.4], [-0.1, 0.1, 0.1], [-0.7, -0.6, -0.4], [0.4, 0.1, 0.2], [0.6, 0.3, 0.0], [0.4, -0.7, -0.9], [0.0, 0.0, 0.4], [-0.6, -0.5, -1.1], [-0.3, -0.5, 0.6]],
  "mulliken_charge": [0.41, 0.30, 0.25, -0.28, -0.72, -0.67, 0.02, 0.34, -0.60, -0.49, 0.26, 0.90, -0.59, 0.34, -0.55, 0.42, 0.25, 0.39, 0.32, -0.41, -0.42, 0.36, 0.41, -0.06, 0.36, -0.35, 0.33, -0.21, -0.28],
  "max_force_ev_per_a": 2.23,
  "e_tot_ha": -1280.8154,
  "homo_energy_ev": -8.2,
  "e_lumo_ev": 0.65,
  "smiles": "C=CP(=S)(c1ccccc1)c1ccccc1",
  "total_charge": 0
}

---

Please write out number 1 again, unchanged.
{
  "formula": "C14H13N5OPdS",
  "method": "the ωB97M-V functional and the def2-TZVPD basis",
  "species": ["C", "C", "H", "C", "H", "S", "H", "C", "C", "H", "H", "C", "N", "C", "C", "C", "H", "C", "H", "N", "H", "N", "Pd", "O", "H", "H", "H", "C", "C", "H", "C", "H", "N", "N", "C"],
  "positions_angstrom": [[-0.3872, 0.2266, 0.0038], [-3.9071, 1.3099, -0.7905], [2.0901, -3.4784, 0.1620], [-3.1220, 2.5650, 1.1025], [-5.0724, 2.7873, 0.2365], [3.4361, 1.5599, -0.9194], [-4.6822, 1.0824, -1.5106], [0.0173, -3.9414, 0.5535], [-4.1239, 2.2685, 0.1879], [3.7878, -2.5769, -0.7089], [-3.2875, 3.3154, 1.8645], [-1.4018, -2.0165, 0.5279], [4.7172, -1.3718, 0.7270], [-1.9049, 1.9064, 1.0390], [-2.6923, 0.6424, -0.8499], [-0.3004, -1.2403, 0.2026], [3.0409, 4.2264, -1.2910], [2.0055, 2.5476, -0.7590], [-2.0904, -4.0018, 0.9521], [2.1560, 3.8645, -0.9896], [4.6925, -1.1282, -1.3242], [0.7875, 2.1513, -0.4377], [2.3810, -0.3521, -0.3264], [4.4441, -2.2253, 1.5499], [-1.1144, 2.1453, 1.7379], [0.1898, -4.9992, 0.6880], [-2.3678, -1.5503, 0.6531], [4.0680, -1.5349, -0.5310], [-1.2393, -3.3838, 0.6984], [-2.5196, -0.1027, -1.6176], [1.0792, -3.1051, 0.2460], [1.3433, 4.4549, -0.9852], [0.7377, 0.8165, -0.2221], [0.9254, -1.7986, 0.0660], [-1.6864, 0.9369, 0.0646]],
  "atomic_forces_ev_per_a": [[0.1, 0.0, 0.0], [0.0, 0.0, 0.0], [0.0, 0.0, 0.0], [0.0, 0.0, 0.0], [0.0, 0.0, 0.0], [0.0, 0.0, 0.2], [0.0, 0.0, 0.0], [0.0, 0.0, 0.0], [0.0, 0.0, 0.0], [0.0, 0.0, 0.0], [0.0, 0.0, 0.0], [0.0, 0.0, 0.0], [-0.2, -0.1, 0.0], [0.0, 0.0, 0.0], [0.0, 0.0, 0.0], [0.0, 0.1, 0.0], [0.0, 0.0, 0.0], [0.0, 0.0, 0.0], [0.0, 0.0, 0.0], [0.0, 0.0, 0.0], [0.0, 0.0, 0.0], [0.1, 0.0, 0.0], [0.2, 0.1, -0.4], [0.0, 0.0, 0.0], [0.0, 0.0, 0.0], [0.0, 0.0, 0.0], [0.0, 0.0, 0.0], [0.0, 0.0, 0.0], [0.0, 0.0, 0.0], [0.0, 0.0, 0.0], [0.0, 0.0, 0.1], [0.0, 0.0, 0.0], [-0.2, 0.0, 0.0], [0.0, -0.1, 0.2], [0.0, 0.0, 0.0]],
  "mulliken_charge": [-0.03, -0.69, 0.33, -0.68, 0.40, -0.44, 0.38, -0.82, -0.38, 0.34, 0.38, -0.46, -0.01, -0.15, -0.08, 0.80, 0.19, 0.76, 0.43, -0.39, 0.33, -1.17, 0.49, -0.36, 0.43, 0.40, 0.45, -0.61, -0.57, 0.49, 0.02, 0.23, 0.41, -0.20, -0.22],
  "max_force_ev_per_a": 0.44,
  "de_lowest_ev": 0.000,
  "e_tot_ha": -1416.3306,
  "homo_energy_ev": -7.8,
  "e_lumo_ev": -0.75,
  "total_charge": 0
}